Record 1
Computed, not measured: a structure of composition C18H17Cl3N7NaO2S3Si in a non-equilibrium geometry, with ωB97M-V with the def2-TZVPD basis set.

```
52
Properties=species:S:1:pos:R:3:forces:R:3:mulliken_charge:R:1
Na 0.714 1.522 -0.345 0.10 1.36 -0.07 0.661
C 1.041 5.683 4.378 0.26 -0.23 -0.23 -0.672
S 2.508 4.976 3.590 0.07 -0.04 -0.03 -0.168
C 1.878 3.702 2.437 -0.11 -0.21 0.02 0.487
S 0.260 3.219 2.401 -0.24 0.10 -0.18 -0.569
N 2.890 3.235 1.789 1.02 0.60 0.61 -1.214
N 2.760 2.471 0.698 -0.56 -0.43 -0.32 0.441
C 3.449 1.401 0.611 0.10 0.42 0.51 -0.884
C 3.387 0.582 -0.594 0.12 -0.29 -0.51 1.397
C 3.807 -0.748 -0.562 0.09 0.15 0.04 -0.934
C 3.639 -1.532 -1.687 -0.01 0.03 -0.09 -0.194
C 3.080 -0.969 -2.823 0.08 -0.07 0.06 -0.447
C 2.714 0.367 -2.773 0.10 0.13 -0.12 -0.062
N 2.868 1.131 -1.700 -0.03 -0.02 -0.01 -0.455
H 1.176 5.679 5.460 -0.05 -0.02 -0.01 0.244
H 0.207 5.041 4.086 -0.11 0.05 0.06 0.217
H 0.885 6.701 4.024 -0.09 -0.02 0.01 0.218
H 4.029 1.024 1.456 0.06 0.10 -0.01 0.344
H 4.210 -1.164 0.352 -0.06 0.00 0.04 0.271
H 3.905 -2.581 -1.663 0.00 -0.01 0.00 0.354
H 2.888 -1.557 -3.710 0.00 0.03 -0.01 0.368
H 2.265 0.852 -3.633 -0.09 -0.07 0.04 0.391
N -4.590 -2.396 3.209 0.07 0.02 0.15 -0.626
C -3.419 -2.108 2.487 0.13 -0.02 -0.07 1.188
C -2.614 -3.145 2.012 -0.10 0.03 0.06 -0.798
C -1.436 -2.864 1.346 0.03 0.01 -0.08 -0.240
C -1.052 -1.548 1.148 0.24 0.08 -0.11 -0.482
C -1.833 -0.511 1.625 -0.06 0.07 -0.07 -0.615
C -3.017 -0.791 2.289 -0.04 -0.01 0.05 -0.790
S 0.492 -1.157 0.335 -0.01 -0.68 -0.06 1.923
O 1.285 -2.369 0.342 -0.23 -0.20 0.03 -0.869
O 1.030 -0.051 1.104 0.00 -0.21 0.37 -0.772
N 0.275 -0.562 -1.136 -0.62 -0.64 0.52 0.282
C -0.438 -1.285 -2.031 0.33 -0.73 -0.44 -0.401
N -0.332 -0.901 -3.323 0.06 0.28 0.09 -0.249
C -1.076 -1.525 -4.208 -0.07 0.03 -0.04 -0.203
C -1.917 -2.587 -3.896 -0.01 0.04 0.02 -0.773
C -1.870 -2.988 -2.572 0.00 -0.01 0.04 -0.135
N -1.135 -2.387 -1.657 0.01 0.30 0.18 -0.379
H -5.021 -3.270 2.960 -0.06 0.00 -0.07 0.215
H -5.251 -1.637 3.227 -0.07 -0.01 -0.06 0.224
H -2.929 -4.172 2.168 0.05 -0.01 0.00 0.247
H -0.804 -3.648 0.954 -0.02 -0.02 0.00 0.446
H -1.516 0.514 1.476 -0.03 0.00 0.06 0.453
H -3.635 0.018 2.664 0.03 0.02 -0.03 0.266
H -0.994 -1.158 -5.230 -0.01 -0.04 0.01 0.400
H -2.547 -3.067 -4.632 0.02 -0.02 0.00 0.368
H -2.446 -3.844 -2.220 0.02 0.01 -0.07 0.389
Cl -2.768 4.296 -2.540 -0.17 0.20 0.08 -0.423
Si -1.461 2.662 -1.922 -0.25 0.22 0.53 0.254
Cl -0.589 2.363 -3.820 0.37 -0.10 -0.85 -0.319
Cl -2.956 1.084 -1.950 -0.24 -0.20 -0.05 -0.373
```
Forces are in eV/Å.

F_max	1.36	eV/Å
relative energy (zero: lowest compared OMol25 entry of this formula, charge and spin)	117.1	kJ/mol
charge	-2
molecular weight	617.02	g mol⁻¹



Record 2
Computed, not measured: a structure of composition C18H17IMnN2O6PS, with ωB97M-V with the def2-TZVPD basis set.

```
47
Properties=species:S:1:pos:R:3:forces:R:3:mulliken_charge:R:1
Mn 0.007 -0.010 0.119 -0.45 0.50 0.35 0.567
O 0.374 0.747 1.987 0.04 -0.37 -0.33 -0.444
N 1.027 -0.056 2.825 -0.01 0.23 -0.04 0.194
C 1.424 0.503 3.994 -0.06 0.02 -0.09 -0.241
C 2.055 -0.218 4.963 -0.03 -0.11 -0.11 -0.765
C 2.285 -1.583 4.720 0.02 0.07 0.08 -0.175
C 1.882 -2.130 3.536 -0.05 0.00 -0.12 -0.807
C 1.238 -1.369 2.529 0.15 0.00 0.23 0.431
S 0.727 -2.015 1.047 0.21 -0.22 -0.06 -0.544
H 1.186 1.554 4.058 0.01 -0.01 0.02 0.428
H 2.358 0.273 5.875 0.02 -0.03 0.03 0.400
H 2.781 -2.198 5.459 0.00 0.01 0.01 0.364
H 2.044 -3.174 3.307 0.02 -0.01 0.04 0.403
O 3.027 0.165 -5.182 -0.03 -0.02 0.01 -0.643
C 2.415 0.137 -4.141 -0.06 0.11 0.07 0.535
C 1.126 -0.623 -3.865 0.13 0.01 -0.01 -0.060
O 0.473 -1.257 -4.676 0.02 0.00 0.00 -0.702
C 0.844 -0.399 -2.452 -0.08 -0.05 0.09 0.731
C 1.794 0.469 -1.873 -0.08 0.01 0.05 1.006
O 1.699 0.847 -0.646 0.00 -0.46 -0.13 -0.833
C 2.775 0.896 -2.869 0.05 -0.09 -0.08 -0.133
O 3.686 1.697 -2.747 -0.03 -0.02 0.01 -0.702
O -0.150 -0.855 -1.775 0.18 0.37 0.14 -0.815
C 0.377 3.416 0.246 -0.01 0.04 0.04 -1.299
P -0.796 2.115 -0.241 -0.08 0.11 -0.09 1.722
C -1.221 2.607 -1.946 -0.01 0.06 -0.07 -1.474
C -2.290 2.602 0.695 -0.10 0.06 -0.01 -1.312
H -0.033 4.413 0.067 0.01 0.00 -0.01 0.429
H 1.301 3.272 -0.311 0.01 0.00 -0.02 0.349
H 0.604 3.294 1.305 0.00 -0.02 0.01 0.274
H -1.484 3.664 -2.021 0.00 0.01 0.02 0.458
H -2.056 2.008 -2.313 0.01 -0.03 0.01 0.318
H -0.362 2.406 -2.589 0.01 -0.01 0.01 0.339
H -2.556 3.648 0.528 0.01 0.01 0.01 0.434
H -2.096 2.443 1.757 0.02 -0.01 0.01 0.307
H -3.135 1.973 0.412 0.01 0.00 -0.03 0.268
I -2.182 -0.831 3.305 0.02 0.00 0.11 0.115
C -2.924 -1.039 1.367 -0.18 0.03 -0.22 -0.005
C -4.206 -1.574 1.264 0.06 0.06 -0.07 -0.660
C -4.768 -1.690 0.007 -0.05 -0.02 -0.04 -0.227
C -4.042 -1.267 -1.096 0.00 0.00 0.11 -1.117
C -2.774 -0.759 -0.896 0.01 -0.01 0.06 -0.237
N -2.211 -0.646 0.322 0.36 -0.17 0.06 0.350
H -4.730 -1.882 2.156 -0.03 -0.01 -0.01 0.397
H -5.760 -2.108 -0.106 -0.01 0.00 0.00 0.374
H -4.429 -1.340 -2.102 -0.03 -0.01 0.00 0.448
H -2.140 -0.465 -1.723 0.00 -0.02 0.02 0.557
```
Forces are in eV/Å.

F_max	0.76	eV/Å
relative energy (zero: lowest compared OMol25 entry of this formula, charge and spin)	13.6	kJ/mol
charge	-1
molecular weight	602.23	g mol⁻¹
spin multiplicity	2



Record 3
Computed, not measured: a structure of composition C18H17N2O11RhS8 in a non-equilibrium geometry, with ωB97M-V with the def2-TZVPD basis set.

```
57
Properties=species:S:1:pos:R:3:forces:R:3:mulliken_charge:R:1
Rh -0.283 -0.628 0.049 1.45 0.83 -2.33 2.028
O -0.568 2.653 3.443 0.01 0.14 0.09 -0.734
S -0.440 1.264 3.083 -0.45 -0.60 -0.35 1.375
O 0.838 0.667 3.456 0.16 0.04 0.03 -0.940
O -0.841 0.959 1.700 0.51 0.35 -0.24 -0.600
C -1.741 0.417 3.997 -0.48 -0.15 -0.21 0.024
C -2.256 1.098 5.097 0.09 -0.11 -0.10 -0.611
C -3.403 0.658 5.734 -0.06 0.00 0.09 -0.515
C -4.078 -0.455 5.256 -0.06 0.07 0.06 -0.554
C -3.572 -1.156 4.176 0.24 0.09 0.01 -0.767
C -2.397 -0.747 3.547 0.12 0.28 0.32 0.192
S -1.848 -1.862 2.244 0.65 0.01 -0.29 1.196
O -2.345 -3.147 2.670 -0.31 -0.18 -0.08 -0.703
O -2.414 -1.357 0.972 0.36 0.12 0.63 -0.597
O -0.379 -1.784 2.189 -0.66 -0.36 0.96 -0.654
H -1.756 2.006 5.407 -0.03 -0.01 0.00 0.444
H -3.788 1.203 6.589 0.00 0.01 -0.02 0.351
H -5.003 -0.776 5.721 0.03 -0.01 0.01 0.351
H -4.067 -2.043 3.810 0.02 -0.02 0.01 0.439
N 1.623 -0.433 1.019 -1.28 -1.08 0.37 -0.224
N 2.390 0.532 0.326 -0.06 0.04 0.25 -0.473
C 2.168 0.390 -1.082 0.28 0.41 0.04 0.435
O 2.857 1.038 -1.844 -0.34 -0.42 -0.07 -0.692
O 1.277 -0.509 -1.351 -0.85 0.52 -0.09 -0.267
H 1.399 -0.156 1.980 0.29 0.03 0.32 0.415
H 2.053 -1.345 0.964 0.33 0.06 0.22 0.256
H 2.074 1.458 0.604 0.05 0.02 0.11 0.348
C -2.364 4.783 -6.497 0.06 -0.08 0.03 -1.444
C -2.029 3.970 -5.268 -0.08 0.03 -0.06 1.048
C -2.691 2.776 -4.998 -0.02 -0.07 -0.01 -0.680
C -2.441 2.064 -3.833 0.18 0.08 0.08 -0.838
C -1.502 2.543 -2.922 -0.56 0.07 -0.34 0.035
C -0.817 3.720 -3.188 0.07 -0.05 -0.02 -0.441
C -1.082 4.421 -4.356 0.07 0.05 0.00 -0.656
S -1.368 1.819 -1.314 0.19 -0.85 0.00 1.232
O -0.041 2.166 -0.852 0.24 0.16 0.17 -0.708
O -2.471 2.344 -0.557 -0.15 0.02 -0.17 -0.679
O -1.465 0.330 -1.576 -0.36 0.40 0.46 -0.388
H -2.873 4.174 -7.247 0.03 0.01 0.03 0.341
H -1.464 5.203 -6.954 -0.02 -0.02 0.02 0.353
H -3.024 5.617 -6.247 0.01 -0.01 0.02 0.279
H -3.423 2.400 -5.706 0.02 0.01 0.03 0.303
H -2.973 1.142 -3.620 0.03 0.05 0.01 0.470
H -0.080 4.072 -2.475 -0.06 -0.04 -0.03 0.452
H -0.545 5.344 -4.558 -0.02 -0.04 0.02 0.309
C 1.500 -2.188 -3.902 0.03 0.07 -0.04 0.271
S 0.533 -3.720 -3.964 -0.03 0.11 0.10 -0.160
C -1.033 -3.131 -3.418 0.05 -0.14 -0.24 -0.026
C -1.392 -2.748 -2.177 0.13 0.33 0.37 0.205
S -0.354 -2.776 -0.756 0.05 0.01 -0.15 -0.357
S -3.080 -2.307 -2.024 -0.02 0.14 0.71 0.122
C -3.588 -2.617 -3.611 -0.27 0.06 -0.20 0.010
S -5.157 -2.451 -4.157 0.17 0.00 0.04 -0.321
S -2.295 -3.106 -4.615 0.17 -0.22 -0.39 -0.173
H 2.543 -2.492 -3.812 0.00 0.04 -0.02 0.304
H 1.230 -1.599 -3.023 0.07 -0.16 -0.14 -0.685
H 1.364 -1.602 -4.810 -0.02 -0.03 0.01 0.301
```
Forces are in eV/Å.

F_max	2.87	eV/Å
relative energy (zero: lowest compared OMol25 entry of this formula, charge and spin)	202.3	kJ/mol
charge	-2
molecular weight	796.78	g mol⁻¹



Record 4
Computed, not measured: the molecule C18H17N3O2 in a non-equilibrium geometry, with ωB97M-V with the def2-TZVPD basis set.

```
40
Properties=species:S:1:pos:R:3:forces:R:3:mulliken_charge:R:1
O 1.909 4.049 5.224 -0.28 -0.09 -0.72 -0.657
C 2.061 3.382 4.208 -0.31 -0.61 1.86 0.242
N 3.183 3.580 3.455 -0.76 -0.55 -0.82 -0.028
N 3.555 2.875 2.317 -1.63 -1.64 -0.22 -0.751
C 2.839 1.817 1.974 0.71 1.24 1.40 -0.114
C 3.381 1.115 0.726 -2.36 0.44 -0.99 0.280
C 3.131 2.018 -0.515 -0.72 0.17 -0.60 -1.169
C 1.638 2.217 -0.956 0.34 -0.50 1.30 -0.628
C 0.884 0.920 -0.783 1.52 -0.27 0.89 0.809
N -0.369 0.673 -1.235 -0.79 -2.43 -0.02 -0.720
C -0.574 -0.604 -0.916 -0.67 1.78 -0.24 0.370
C -1.787 -1.390 -1.194 0.23 -0.43 0.24 0.167
C -1.740 -2.753 -0.923 -0.33 -1.00 0.09 -0.458
C -2.880 -3.560 -1.109 1.00 0.12 -0.12 -0.493
C -4.054 -2.986 -1.559 -0.35 -0.96 0.09 -0.334
C -4.105 -1.632 -1.823 0.31 0.40 -0.15 -0.574
C -2.979 -0.834 -1.687 0.53 -0.11 0.62 -0.319
O 0.442 -1.171 -0.194 -0.30 0.28 -0.62 -0.445
C 1.377 -0.192 -0.132 0.71 2.39 -0.58 0.595
C 2.765 -0.297 0.459 -0.37 -0.21 -0.35 -1.701
C 1.588 1.340 2.742 1.20 1.67 -1.08 0.182
C 0.352 2.208 2.622 0.18 -0.29 0.43 -0.853
C 1.159 2.194 3.909 -0.26 0.13 0.16 -0.232
H 3.654 4.452 3.661 0.26 -0.33 -0.29 0.272
H 4.431 1.106 0.814 1.28 -0.53 0.30 0.559
H 3.613 1.542 -1.372 0.24 -0.06 0.05 0.424
H 3.598 3.001 -0.379 -0.06 -0.31 0.10 0.492
H 1.621 2.549 -1.987 -0.12 0.04 -0.16 0.455
H 1.154 2.994 -0.338 0.14 -0.18 -0.25 0.180
H -0.808 -3.213 -0.569 -0.49 0.28 -0.17 0.365
H -2.804 -4.644 -0.971 -0.08 0.49 0.11 0.354
H -4.924 -3.643 -1.708 0.33 0.54 0.06 0.346
H -5.025 -1.191 -2.147 -0.34 0.20 -0.19 0.400
H -2.995 0.228 -1.867 -0.15 0.15 -0.15 0.467
H 3.360 -0.919 -0.247 0.07 0.53 0.60 0.471
H 2.698 -0.816 1.397 0.18 -0.56 0.46 0.422
H 1.407 0.297 2.844 0.05 -0.67 -0.23 0.674
H -0.568 1.646 2.602 -0.15 0.10 0.22 0.339
H 0.313 3.119 2.043 0.37 -0.08 -0.19 0.240
H 0.668 1.691 4.784 0.86 0.82 -0.83 0.373
```
Forces are in eV/Å.

F_max	2.59	eV/Å
structure (SMILES)	O=C1NN=C([C@@H]2CCc3nc(-c4ccccc4)oc3C2)[C@@H]2C[C@H]12
relative energy (zero: lowest compared OMol25 entry of this formula, charge and spin)	292.8	kJ/mol
charge	0
molecular weight	307.35	g mol⁻¹



Record 5
Computed, not measured: a structure of composition C18H17N3RuS6 in a non-equilibrium geometry, with ωB97M-V with the def2-TZVPD basis set.

```
45
Properties=species:S:1:pos:R:3:forces:R:3:mulliken_charge:R:1
Ru 0.030 0.132 -0.092 -1.48 -0.83 0.87 0.623
S -2.901 -5.023 4.105 0.82 1.26 -1.05 0.042
C -2.221 -3.863 3.154 -1.11 -1.36 1.21 0.108
S -2.259 -3.935 1.410 0.27 0.68 -0.07 0.088
C -1.406 -2.446 1.138 -0.69 -1.47 -2.31 0.359
C -1.005 -1.743 2.279 0.93 1.33 2.28 0.339
S -0.156 -0.269 2.269 0.27 -1.32 -1.85 -0.050
S -1.414 -2.460 3.808 0.07 0.33 -0.65 0.089
S -1.115 -1.952 -0.462 1.43 0.62 1.60 -0.048
S 6.265 0.142 -2.312 -0.24 0.22 -0.09 -0.097
C 4.578 0.121 -1.702 0.35 -0.02 -0.18 0.238
C 4.190 0.930 -0.639 -0.36 -0.11 -0.03 -0.545
C 2.876 0.887 -0.211 0.19 0.41 0.41 -0.236
N 1.960 0.096 -0.781 -0.38 -0.54 0.56 0.064
C 2.342 -0.721 -1.768 -0.09 -0.47 -0.41 -0.187
C 3.638 -0.742 -2.254 -0.26 0.21 0.21 -0.566
C 6.066 1.450 -3.552 0.02 -0.42 0.34 0.355
C 6.312 2.769 -3.210 0.01 0.18 -0.11 -0.190
C 6.192 3.724 -4.217 0.10 -0.53 0.73 -0.411
N 5.858 3.387 -5.438 -0.14 1.30 -1.19 -0.516
C 5.636 2.144 -5.780 0.01 -0.81 0.46 -0.411
C 5.729 1.109 -4.852 0.00 0.15 -0.14 -0.192
H 4.905 1.568 -0.145 0.01 0.10 0.04 0.436
H 2.540 1.489 0.632 0.07 -0.03 -0.18 0.409
H 1.586 -1.392 -2.169 0.12 0.13 0.06 0.321
H 3.912 -1.426 -3.040 -0.03 -0.04 -0.09 0.445
H 6.613 3.054 -2.214 0.03 -0.04 0.14 0.404
H 6.381 4.771 -4.029 0.02 0.09 0.07 0.375
H 5.390 1.954 -6.816 -0.04 -0.06 -0.08 0.370
H 5.569 0.086 -5.151 0.00 -0.15 0.03 0.401
C -2.615 3.613 -3.032 0.08 -0.17 -0.05 -1.559
C -2.212 3.844 -1.565 -0.60 0.82 -0.27 1.921
C -1.251 5.042 -1.451 0.15 -0.02 0.03 -1.559
C -3.456 4.070 -0.694 0.04 -0.17 0.12 -1.561
C -1.456 2.703 -1.130 0.83 -0.82 0.20 -0.377
N -0.727 1.850 -0.850 -0.33 1.35 -0.55 -0.514
H -3.126 4.501 -3.396 -0.02 0.07 0.03 0.406
H -3.290 2.765 -3.126 -0.06 -0.04 -0.01 0.401
H -1.740 3.437 -3.654 0.04 0.02 -0.08 0.405
H -1.759 5.932 -1.811 -0.08 0.04 -0.03 0.408
H -0.360 4.881 -2.055 0.06 0.05 -0.05 0.409
H -0.953 5.206 -0.418 0.01 0.05 0.06 0.403
H -3.969 4.960 -1.053 0.03 0.02 -0.04 0.396
H -3.188 4.228 0.348 0.01 0.02 0.07 0.404
H -4.146 3.232 -0.760 -0.05 -0.05 -0.01 0.402
```
Forces are in eV/Å.

F_max	2.82	eV/Å
relative energy (zero: lowest compared OMol25 entry of this formula, charge and spin)	217.3	kJ/mol
charge	+2
molecular weight	568.83	g mol⁻¹